Entry one
{
  "formula": "C3H3NO2",
  "method": "the ωB97M-V functional and the def2-TZVPD basis",
  "elements": ["O", "N", "O", "C", "C", "C", "H", "H", "H"],
  "xyz": [[1.676, 1.718, 0.139], [1.096, 0.639, -0.091], [1.546, -0.374, -0.636], [-0.262, 0.540, 0.227], [-0.989, -0.895, -0.545], [-0.676, -0.765, 0.724], [-0.869, 1.478, 0.175], [-1.066, -0.900, -1.543], [-0.457, -1.443, 1.551]],
  "e_homo_ev": -10.150,
  "homo_lumo_gap_ev": 10.077
}

Entry two
{
  "formula": "C3H3NO2",
  "method": "the ωB97M-V functional and the def2-TZVPD basis",
  "elements": ["N", "C", "C", "O", "C", "O", "H", "H", "H"],
  "xyz": [[-1.195, 1.002, 2.218], [-0.735, 0.447, 1.315], [-0.067, -0.345, 0.265], [-0.969, -1.121, -0.450], [0.781, 0.508, -0.683], [0.788, 0.246, -1.860], [0.665, -0.962, 0.817], [-0.676, -1.076, -1.378], [1.409, 1.301, -0.244]],
  "e_homo_ev": -11.202,
  "homo_lumo_gap_ev": 11.297
}

Entry three
{
  "formula": "C3H3NO2",
  "method": "the ωB97M-V functional and the def2-TZVPD basis",
  "elements": ["N", "C", "C", "O", "C", "O", "H", "H", "H"],
  "xyz": [[-2.765, 0.390, -0.367], [-1.635, 0.174, -0.439], [-0.219, -0.063, -0.529], [0.313, -0.473, -1.552], [0.566, 0.104, 0.716], [1.857, -0.158, 0.332], [0.003, -0.573, 1.384], [0.262, 1.035, 1.230], [1.624, -0.474, -0.756]],
  "e_homo_ev": -10.897,
  "homo_lumo_gap_ev": 9.812
}

Which of them is the most stable, and which is the least stable? entry two and entry one, in that order.

Entry one
{
  "formula": "C3H3NO2",
  "method": "the ωB97M-V functional and the def2-TZVPD basis",
  "elements": ["O", "C", "N", "O", "C", "C", "H", "H", "H"],
  "xyz": [[-0.548, 1.990, 0.616], [-0.145, 0.812, 0.091], [0.645, 0.732, -0.945], [0.961, -0.484, -1.295], [0.044, -1.440, -0.061], [-0.623, -0.468, 0.553], [-0.248, 2.696, 0.024], [-0.161, -2.499, -0.253], [0.076, -1.340, 1.270]],
  "e_homo_ev": -9.240,
  "homo_lumo_gap_ev": 9.528
}

Entry two
{
  "formula": "C3H3NO2",
  "method": "the ωB97M-V functional and the def2-TZVPD basis",
  "elements": ["C", "C", "C", "N", "O", "O", "H", "H", "H"],
  "xyz": [[0.269, 0.390, 1.093], [0.272, 1.067, -0.104], [-0.367, -0.917, -0.995], [-0.299, -0.785, 1.237], [0.244, 0.194, -1.193], [-1.153, -1.060, 0.084], [0.597, 0.735, 2.064], [0.681, 2.105, -0.447], [-0.244, -1.728, -1.737]],
  "e_homo_ev": [-7.837, -7.838],
  "homo_lumo_gap_ev": [7.700, 7.702]
}

Which of them is the most stable, and which is the least stable? entry two and entry one, in that order.

Entry one
{
  "formula": "C2H9NO4",
  "method": "the ωB97M-V functional and the def2-TZVPD basis",
  "elements": ["C", "N", "C", "O", "O", "H", "H", "H", "H", "H", "O", "H", "H", "O", "H", "H"],
  "xyz": [[-1.073, -0.698, -1.827], [-0.227, -1.660, -1.060], [0.174, -1.503, 0.235], [0.585, -2.407, 0.908], [-0.010, -0.180, 0.640], [-1.519, 0.067, -1.197], [-1.948, -1.233, -2.219], [-0.574, -0.224, -2.677], [0.183, -2.241, -1.766], [0.905, 0.046, 0.865], [1.744, 5.449, -0.584], [2.088, 6.264, -0.184], [1.772, 5.656, -1.527], [-0.962, -2.145, 3.437], [-0.117, -2.249, 2.982], [-1.020, -2.943, 3.975]],
  "e_homo_ev": -9.904,
  "homo_lumo_gap_ev": 10.546
}

Entry two
{
  "formula": "C2H9NO4",
  "method": "the ωB97M-V functional and the def2-TZVPD basis",
  "elements": ["C", "N", "C", "O", "O", "H", "H", "H", "H", "H", "O", "H", "H", "O", "H", "H"],
  "xyz": [[1.220, 0.585, -2.289], [-0.121, 0.024, -1.957], [-0.593, -0.300, -0.618], [-1.765, -0.546, -0.291], [0.490, -0.217, 0.291], [1.468, 0.426, -3.425], [1.180, 1.726, -1.884], [1.941, 0.105, -1.641], [-0.417, -0.616, -2.659], [0.181, -0.657, 1.202], [-2.756, -1.877, 2.709], [-3.094, -1.684, 1.784], [-2.904, -2.892, 2.683], [3.001, 2.206, 1.380], [2.999, 2.889, 0.725], [3.970, 2.297, 1.634]],
  "e_homo_ev": -9.725,
  "homo_lumo_gap_ev": 10.305
}

Which of them is the most stable, and which is the least stable? entry one and entry two, in that order.

Entry one
{
  "formula": "C2H9NO4",
  "method": "the ωB97M-V functional and the def2-TZVPD basis",
  "elements": ["N", "C", "C", "O", "O", "H", "H", "H", "H", "H", "O", "H", "H", "O", "H", "H"],
  "xyz": [[1.444, 1.312, -1.406], [1.300, 1.367, 0.032], [0.673, 0.135, 0.656], [0.450, -0.882, 0.080], [0.396, 0.232, 1.973], [0.594, 1.607, -1.877], [1.551, 0.357, -1.728], [0.730, 2.273, 0.270], [2.294, 1.516, 0.447], [0.596, 1.100, 2.343], [-1.799, 1.862, -2.094], [-2.178, 1.023, -2.382], [-2.497, 2.343, -1.616], [-0.879, -4.756, 1.543], [-1.437, -5.506, 1.762], [-1.238, -3.985, 1.999]],
  "e_homo_ev": -9.485,
  "homo_lumo_gap_ev": 9.958
}

Entry two
{
  "formula": "C2H9NO4",
  "method": "the ωB97M-V functional and the def2-TZVPD basis",
  "elements": ["C", "N", "C", "O", "O", "H", "H", "H", "H", "H", "O", "H", "H", "O", "H", "H"],
  "xyz": [[-0.041, -0.909, -2.386], [-0.072, -1.119, -0.995], [-0.054, 0.042, -0.206], [-0.156, -0.057, 0.982], [-0.535, 1.064, -0.829], [-0.558, -0.015, -2.709], [0.927, -0.858, -2.810], [-0.301, -1.779, -2.865], [0.135, -1.958, -0.489], [-1.019, 1.706, -0.162], [0.596, -2.499, 1.214], [0.073, -1.828, 1.781], [0.380, -3.394, 1.738], [0.209, 4.282, 2.459], [-0.377, 3.647, 2.188], [0.793, 3.676, 3.089]],
  "e_homo_ev": -9.332,
  "homo_lumo_gap_ev": 9.688
}

Which of them is the most stable, and which is the least stable? entry one and entry two, in that order.

Entry one
{
  "formula": "C6H11N",
  "method": "the ωB97M-V functional and the def2-TZVPD basis",
  "elements": ["C", "N", "C", "C", "C", "C", "C", "H", "H", "H", "H", "H", "H", "H", "H", "H", "H", "H"],
  "xyz": [[3.185, 0.952, 0.047], [1.810, 0.689, 0.439], [1.419, -0.650, 0.199], [0.102, -1.001, 0.483], [-1.026, -0.213, 0.101], [-2.249, -0.661, -0.210], [-3.378, 0.294, -0.523], [3.936, 0.156, 0.128], [3.526, 1.760, 0.700], [3.313, 1.372, -0.959], [1.869, -1.064, -0.709], [2.108, -0.509, 1.150], [-0.134, -2.028, 0.762], [-0.863, 0.856, 0.024], [-2.606, -1.617, 0.158], [-4.326, -0.235, -0.597], [-3.471, 1.052, 0.257], [-3.217, 0.849, -1.449]],
  "e_homo_ev": -6.734,
  "homo_lumo_gap_ev": 6.100
}

Entry two
{
  "formula": "C6H11N",
  "method": "the ωB97M-V functional and the def2-TZVPD basis",
  "elements": ["C", "C", "C", "C", "C", "N", "C", "H", "H", "H", "H", "H", "H", "H", "H", "H", "H", "H"],
  "xyz": [[-2.018, 0.050, 0.105], [-0.945, 1.316, -0.209], [0.229, 0.648, 0.387], [1.794, 0.771, -0.024], [1.745, -0.724, 0.043], [0.302, -0.732, -0.223], [-1.017, -1.257, -0.088], [-2.344, 0.137, 1.280], [-2.792, -0.035, -0.713], [-0.708, 1.219, -1.464], [-1.192, 2.333, 0.058], [-0.116, 0.412, 1.410], [1.882, 0.923, -0.998], [2.611, 1.267, 0.557], [2.441, -1.023, -0.808], [1.988, -1.445, 0.933], [-1.272, -1.607, 0.894], [-1.346, -1.886, -0.872]],
  "e_homo_ev": -7.886,
  "homo_lumo_gap_ev": 9.153
}

Entry three
{
  "formula": "C6H11N",
  "method": "the ωB97M-V functional and the def2-TZVPD basis",
  "elements": ["C", "C", "C", "C", "C", "C", "N", "H", "H", "H", "H", "H", "H", "H", "H", "H", "H", "H"],
  "xyz": [[2.308, -0.252, 2.725], [1.807, -0.705, 1.240], [0.677, -0.083, 0.796], [0.329, 0.049, -0.708], [-1.178, 0.252, -0.878], [-1.778, -0.008, -2.055], [-3.251, 0.248, -1.864], [1.841, 0.752, 2.721], [3.339, -0.221, 2.794], [1.821, -1.096, 3.251], [2.513, -1.028, 0.586], [0.248, 0.775, 1.348], [0.637, -0.808, -1.321], [0.855, 0.910, -1.189], [-1.678, 0.303, 0.089], [-1.357, -0.428, -3.047], [-3.760, 0.118, -2.757], [-3.372, 1.224, -1.731]],
  "e_homo_ev": -8.409,
  "homo_lumo_gap_ev": 9.636
}

Entry four
{
  "formula": "C6H11N",
  "method": "the ωB97M-V functional and the def2-TZVPD basis",
  "elements": ["C", "C", "C", "C", "N", "C", "C", "H", "H", "H", "H", "H", "H", "H", "H", "H", "H", "H"],
  "xyz": [[1.843, 0.894, 0.360], [0.815, -0.155, 0.369], [0.267, -0.963, -0.876], [-1.172, -0.929, -0.540], [-2.238, -0.199, -1.124], [-1.253, 0.437, -0.287], [-0.503, 0.413, 1.029], [1.590, 1.802, -0.136], [2.030, 1.077, 1.349], [2.809, 0.475, -0.105], [0.974, -0.886, 1.127], [0.505, -0.470, -1.837], [0.827, -1.864, -0.985], [-1.391, -1.500, 0.444], [-3.042, -0.701, -0.845], [-0.685, 1.223, -0.938], [-0.244, 1.460, 1.172], [-1.132, -0.114, 1.824]],
  "e_homo_ev": -8.648,
  "homo_lumo_gap_ev": 9.732
}

Which of them is the most stable, and which is the least stable? entry three and entry one, in that order.

Entry one
{
  "formula": "C6H11N",
  "method": "the ωB97M-V functional and the def2-TZVPD basis",
  "elements": ["C", "C", "N", "C", "C", "C", "C", "H", "H", "H", "H", "H", "H", "H", "H", "H", "H", "H"],
  "xyz": [[0.916, 2.979, -1.120], [0.668, 1.953, -0.303], [1.194, 0.685, -0.555], [1.320, -0.364, 0.429], [-0.049, -0.816, 0.990], [-0.731, -1.746, 0.305], [-2.182, -1.993, 0.329], [1.507, 2.801, -2.010], [0.525, 3.963, -0.917], [0.202, 2.050, 0.671], [1.380, 0.474, -1.522], [1.879, -0.008, 1.304], [1.849, -1.142, -0.119], [-0.574, -0.106, 1.620], [-0.140, -2.513, -0.198], [-2.684, -1.235, 0.949], [-2.555, -2.878, 0.855], [-2.525, -2.105, -0.706]],
  "e_homo_ev": -7.721,
  "homo_lumo_gap_ev": 8.885
}

Entry two
{
  "formula": "C6H11N",
  "method": "the ωB97M-V functional and the def2-TZVPD basis",
  "elements": ["C", "C", "C", "C", "C", "C", "N", "H", "H", "H", "H", "H", "H", "H", "H", "H", "H", "H"],
  "xyz": [[2.095, 0.429, -0.741], [0.670, 0.950, -0.990], [-0.451, -0.110, -0.880], [-1.099, 0.045, 0.517], [-1.797, -1.190, 1.080], [0.044, 0.298, 1.410], [1.046, 0.217, 1.982], [2.265, 0.483, 0.343], [2.238, -0.626, -1.001], [2.857, 1.027, -1.252], [0.467, 1.641, -0.149], [0.588, 1.559, -1.890], [-1.211, 0.003, -1.663], [-0.051, -1.130, -0.962], [-1.787, 0.900, 0.499], [-2.602, -1.534, 0.429], [-1.065, -1.995, 1.196], [-2.205, -0.968, 2.070]],
  "e_homo_ev": -10.909,
  "homo_lumo_gap_ev": 11.878
}

Which of them is the most stable, and which is the least stable? entry two and entry one, in that order.

Entry one
{
  "formula": "C6H11N",
  "method": "the ωB97M-V functional and the def2-TZVPD basis",
  "elements": ["C", "C", "C", "C", "C", "C", "N", "H", "H", "H", "H", "H", "H", "H", "H", "H", "H", "H"],
  "xyz": [[1.837, -0.602, 0.514], [0.482, 0.105, 0.563], [0.473, 1.328, -0.358], [-0.627, -0.773, -0.071], [-2.025, -0.476, 0.488], [-0.653, -0.433, -1.563], [-0.033, 0.729, -1.610], [1.818, -1.534, 1.090], [2.637, 0.031, 0.915], [2.094, -0.857, -0.523], [0.242, 0.382, 1.597], [0.064, 1.239, -2.479], [1.464, 1.774, -0.503], [-0.214, 2.116, -0.019], [-0.414, -1.840, 0.071], [-2.785, -1.072, -0.025], [-2.072, -0.699, 1.560], [-2.288, 0.581, 0.352]],
  "e_homo_ev": -8.118,
  "homo_lumo_gap_ev": 9.091
}

Entry two
{
  "formula": "C6H11N",
  "method": "the ωB97M-V functional and the def2-TZVPD basis",
  "elements": ["C", "N", "C", "C", "C", "C", "C", "H", "H", "H", "H", "H", "H", "H", "H", "H", "H", "H"],
  "xyz": [[-2.305, 1.168, 0.148], [-1.713, 0.286, -0.536], [-0.691, -0.475, 0.203], [-0.387, -1.775, -0.738], [0.561, 0.423, 0.353], [0.858, 1.358, -0.475], [1.418, -0.219, 1.371], [-3.012, 1.691, -0.393], [-2.052, 1.434, 1.087], [-1.037, -0.775, 1.209], [0.631, -1.934, -0.642], [-0.764, -1.601, -1.750], [-0.977, -2.575, -0.209], [1.923, 1.865, -0.590], [0.108, 1.556, -1.300], [2.268, 0.454, 1.536], [1.832, -1.148, 0.939], [0.848, -0.525, 2.255]],
  "e_homo_ev": -9.546,
  "homo_lumo_gap_ev": 10.628
}

Entry three
{
  "formula": "C6H11N",
  "method": "the ωB97M-V functional and the def2-TZVPD basis",
  "elements": ["C", "N", "C", "C", "C", "C", "C", "H", "H", "H", "H", "H", "H", "H", "H", "H", "H", "H"],
  "xyz": [[0.952, -0.867, 3.384], [0.881, 0.204, 2.715], [0.195, 0.156, 1.492], [0.259, 1.137, 0.606], [-0.649, 1.168, -0.624], [-0.410, 0.525, -2.009], [-0.207, -0.977, -2.092], [0.119, -1.560, 3.338], [1.881, -1.190, 3.874], [-0.593, -0.608, 1.419], [1.150, 1.747, 0.505], [-0.685, 2.227, -0.908], [-1.521, 0.583, -0.258], [0.495, 0.955, -2.482], [-1.252, 0.798, -2.648], [0.460, -1.380, -2.875], [0.088, -1.412, -1.142], [-1.162, -1.506, -2.293]],
  "e_homo_ev": -8.649,
  "homo_lumo_gap_ev": 9.168
}

Entry four
{
  "formula": "C6H11N",
  "method": "the ωB97M-V functional and the def2-TZVPD basis",
  "elements": ["C", "C", "C", "N", "C", "C", "C", "H", "H", "H", "H", "H", "H", "H", "H", "H", "H", "H"],
  "xyz": [[2.842, 0.752, 1.520], [1.641, 0.643, 0.958], [1.337, 0.949, -0.483], [0.292, 0.042, -0.986], [-0.696, -0.753, -0.345], [-1.972, -0.319, -0.252], [-3.211, -1.131, -0.472], [3.630, 1.238, 0.954], [3.065, 0.247, 2.450], [0.750, 0.543, 1.573], [1.022, 1.983, -0.641], [2.260, 0.762, -1.030], [0.643, -0.377, -1.830], [-0.370, -1.735, 0.007], [-1.964, 0.729, 0.052], [-4.093, -0.527, -0.243], [-3.289, -1.465, -1.500], [-3.281, -1.889, 0.312]],
  "e_homo_ev": -8.106,
  "homo_lumo_gap_ev": 9.263
}

Which of them is the most stable, and which is the least stable? entry one and entry four, in that order.

Entry one
{
  "formula": "C6H11N",
  "method": "the ωB97M-V functional and the def2-TZVPD basis",
  "elements": ["C", "C", "C", "C", "C", "C", "N", "H", "H", "H", "H", "H", "H", "H", "H", "H", "H", "H"],
  "xyz": [[-0.444, 1.657, -2.546], [0.188, 1.030, -1.325], [0.735, -0.174, -1.244], [1.277, -0.659, 0.116], [0.104, -1.098, 0.944], [-0.053, -0.909, 2.265], [-1.281, -0.800, 2.870], [-0.851, 2.636, -2.309], [-1.282, 1.094, -2.953], [0.345, 1.817, -3.284], [0.111, 1.639, -0.431], [0.843, -0.767, -2.143], [1.786, 0.184, 0.565], [1.895, -1.510, -0.204], [-0.613, -1.764, 0.472], [0.747, -0.935, 3.007], [-1.372, -0.690, 3.861], [-2.137, -0.752, 2.341]],
  "e_homo_ev": -7.275,
  "homo_lumo_gap_ev": 8.473
}

Entry two
{
  "formula": "C6H11N",
  "method": "the ωB97M-V functional and the def2-TZVPD basis",
  "elements": ["C", "C", "C", "C", "C", "C", "N", "H", "H", "H", "H", "H", "H", "H", "H", "H", "H", "H"],
  "xyz": [[-2.080, 0.547, -0.574], [-1.393, -0.756, -0.079], [0.122, -0.854, -0.328], [0.975, -0.016, 0.644], [2.444, 0.062, 0.239], [0.392, 1.325, 0.737], [-0.297, 2.246, 0.645], [-1.745, 1.530, -0.153], [-1.962, 0.609, -1.664], [-3.141, 0.511, -0.324], [-1.582, -0.921, 0.992], [-1.863, -1.614, -0.586], [0.465, -1.895, -0.231], [0.349, -0.555, -1.360], [0.889, -0.458, 1.645], [2.869, -0.944, 0.191], [2.544, 0.524, -0.748], [3.016, 0.659, 0.954]],
  "e_homo_ev": -10.318,
  "homo_lumo_gap_ev": 11.267
}

Which of them is the most stable, and which is the least stable? entry two and entry one, in that order.